w | {"formula": "C6H12N2", "method": "ωB97M-V with the def2-TZVPD basis set", "e_homo_ev": -8.810, "molar_mass_g_mol": 112.18, "smiles": "C=C(CC)/C(C)=N\\N", "gap_ev": 9.6501, "total_charge": 0, "species": ["C", "C", "C", "C", "C", "C", "N", "N", "H", "H", "H", "H", "H", "H", "H", "H", "H", "H", "H", "H"], "xyz": [[-1.38361, 1.10134, -0.01865], [-0.24570, 0.31588, 0.03595], [0.99460, 0.31592, 0.82803], [0.86525, 1.26446, 2.01733], [-0.20118, -0.71626, -1.04464], [0.27219, -0.19824, -2.39766], [-0.04189, -2.02689, -0.80528], [-0.50584, -2.39081, 0.47053], [-1.56735, 2.10510, 0.52352], [-2.15203, 0.85853, -0.71401], [1.78455, 0.53258, 0.10494], [0.97923, -0.67505, 1.21763], [0.56439, 2.24314, 1.66829], [1.82555, 1.51050, 2.57638], [-0.01348, 1.06627, 2.71638], [1.26172, 0.31016, -2.44099], [-0.35489, 0.46204, -2.80256], [0.24527, -1.10643, -3.01343], [-0.97103, -3.25149, 0.36834], [-1.35577, -1.72076, 0.70991]], "nbo_charge": [-0.42, -0.02, -0.47, -0.62, 0.19, -0.64, -0.23, -0.66, 0.20, 0.20, 0.23, 0.25, 0.20, 0.22, 0.22, 0.22, 0.21, 0.23, 0.36, 0.34]}

x | {"formula": "C6H12N2", "method": "ωB97M-V with the def2-TZVPD basis set", "e_homo_ev": -7.905, "molar_mass_g_mol": 112.18, "smiles": "N[C@]12CCC[C@]1(N)C2", "gap_ev": 8.9219, "total_charge": 0, "species": ["N", "C", "C", "C", "C", "C", "N", "C", "H", "H", "H", "H", "H", "H", "H", "H", "H", "H", "H", "H"], "xyz": [[1.53645, 1.11037, -0.35829], [0.33731, 0.66533, 0.52851], [0.72461, -0.77548, 1.22687], [0.83748, -1.46736, -0.22008], [-0.03587, -0.63592, -1.11525], [-0.84548, 0.28483, -0.31064], [-1.96970, -0.51490, 0.31031], [-0.74411, 1.66773, 0.08802], [2.15280, 1.70838, 0.34752], [2.15547, 0.45556, -0.31406], [1.69813, -0.71654, 1.73716], [-0.19906, -1.20342, 1.85062], [1.94669, -1.58603, -0.34548], [0.40862, -2.63625, -0.16878], [-0.66192, -1.34685, -1.82755], [0.75214, -0.34523, -1.83380], [-2.84462, 0.09310, 0.01719], [-2.18116, -1.45982, -0.18590], [-1.59931, 2.13124, 0.52683], [-0.23867, 2.30294, -0.65256]], "nbo_charge": [-0.82, 0.10, -0.41, -0.43, -0.45, 0.01, -0.85, -0.39, 0.35, 0.32, 0.21, 0.26, 0.21, 0.21, 0.20, 0.26, 0.36, 0.38, 0.24, 0.26]}

y | {"formula": "C6H12N2", "method": "ωB97M-V with the def2-TZVPD basis set", "e_homo_ev": [-6.389, -8.006], "molar_mass_g_mol": 112.18, "gap_ev": [6.3183, 8.7627], "total_charge": 0, "species": ["C", "C", "C", "C", "C", "C", "N", "N", "H", "H", "H", "H", "H", "H", "H", "H", "H", "H", "H", "H"], "xyz": [[-0.62707, 1.74877, -0.00356], [-0.25237, 0.51544, 0.48800], [-2.02282, 2.01829, -0.46084], [-1.05606, -1.70672, -0.31264], [3.27530, -0.16314, -0.29441], [-1.25540, -0.67721, 0.83048], [1.01952, 0.05044, 0.44540], [1.93536, 0.47635, -0.24961], [-2.26689, 1.15615, -1.09662], [-2.74317, 2.00715, 0.31385], [-1.95105, 2.98697, -1.05458], [0.00827, -2.02688, -0.35555], [-1.30033, -1.19837, -1.24697], [-1.83709, -2.48173, -0.18333], [3.57873, -0.80971, 0.69554], [3.48386, -0.86540, -1.11711], [3.82540, 0.68433, -0.35924], [-0.87836, -0.94537, 1.86657], [-2.15719, -0.12402, 0.97751], [1.22133, -0.64534, 1.11710]], "nbo_charge": [0.05, -0.01, -0.73, -0.62, -0.45, -0.42, -0.27, -0.21, 0.20, 0.23, 0.24, 0.21, 0.22, 0.22, 0.15, 0.21, 0.22, 0.20, 0.22, 0.34]}

Which of them is the least stable? Correct choice: y.